1.
# C5H12N2O

An isolated molecule of C5H12N2O in a non-equilibrium geometry (the ωB97M-V functional and the def2-TZVPD basis, the OMol25 dataset).

The SMILES is NCNCCCC=O. For the calculated total energy, the calculation gives -10406.022 eV. The value obtained for the orbital gap is 9.64 eV. The multiplicity is 1. The relative energy (zero: lowest compared OMol25 entry of this formula, charge and spin) is 55.40 kcal/mol.

Each line ends with the Mulliken charge.
CARTESIAN COORDINATES (ANGSTROEM)
C: 0.056 1.167 -0.155  -0.40
N: -0.303 0.911 1.246  -0.25
C: 0.786 0.954 2.198  -0.82
N: 1.624 -0.186 2.460  -0.58
C: -1.150 0.847 -1.121  -0.90
C: -0.756 -0.196 -2.198  -0.54
C: -0.656 -1.496 -1.473  0.04
O: 0.324 -2.183 -1.359  -0.48
H: 0.861 0.488 -0.450  0.28
H: 0.194 2.241 -0.217  0.33
H: -1.084 0.300 1.408  0.23
H: 1.353 1.880 2.083  0.40
H: 0.237 1.231 3.124  0.42
H: 1.054 -1.021 2.454  0.27
H: 2.297 -0.270 1.701  0.27
H: -1.337 1.794 -1.621  0.31
H: -1.954 0.471 -0.491  0.40
H: -1.506 -0.165 -2.994  0.37
H: 0.164 0.109 -2.700  0.33
H: -1.520 -1.686 -0.809  0.30

Force components x, y, z for each atom (eV/Å):
-1.9 -1.2 0.4
0.7 0.6 -1.1
-2.2 1.1 1.9
0.4 0.1 -0.8
1.8 0.2 0.2
-0.3 0.9 -0.1
0.4 0.1 0.6
0.0 -0.1 -0.4
0.6 0.7 -0.1
1.0 0.0 -0.3
0.2 -0.3 0.2
0.4 -0.3 -0.7
0.4 -0.6 0.1
0.1 -0.1 0.1
0.0 -0.3 0.2
-0.8 -0.1 0.0
-0.5 0.3 -0.3
-0.3 -0.5 0.2
0.2 -0.3 0.3
-0.3 -0.3 -0.2


2.
# C9H19N3O9Pb

A structure of composition C9H19N3O9Pb in a non-equilibrium geometry (the ωB97M-V functional and the def2-TZVPD basis, the OMol25 dataset).

The charge is -2. For the calculated total energy, the calculation gives -37779.076 eV. The value obtained for the orbital gap is 2.76 eV. The multiplicity is 1. The relative energy (zero: lowest compared OMol25 entry of this formula, charge and spin) is 179.61 kcal/mol.

Each line ends with the Mulliken charge.
CARTESIAN COORDINATES (ANGSTROEM)
Pb: 8.601 6.132 30.267  1.11
C: 4.887 7.335 29.123  0.63
O: 5.632 6.860 28.293  -0.72
O: 3.720 7.520 28.941  -0.81
O: 5.349 7.464 30.276  -0.71
C: 7.563 2.523 31.709  0.68
O: 7.266 2.960 30.583  -0.73
O: 8.317 3.253 32.369  -0.77
O: 7.141 1.564 32.264  -0.76
C: 9.650 4.872 27.419  -0.98
O: 10.017 6.125 28.030  -0.17
C: 9.930 7.174 27.098  -0.65
C: 10.402 8.416 27.872  -0.70
N: 9.356 8.846 28.789  -0.17
C: 10.015 9.583 29.956  -0.88
C: 9.099 9.836 31.156  -0.62
O: 9.033 8.524 31.898  -0.16
C: 8.518 8.577 33.212  -0.89
H: 8.657 4.892 26.972  0.36
H: 9.661 4.091 28.179  0.36
H: 10.350 4.627 26.620  0.34
H: 8.936 7.348 26.686  0.41
H: 10.645 7.009 26.292  0.41
H: 10.566 9.129 27.064  0.33
H: 11.326 8.349 28.445  0.35
H: 8.640 9.431 28.383  0.20
H: 10.347 10.581 29.666  0.44
H: 11.006 9.210 30.215  0.41
H: 8.054 10.063 30.944  0.40
H: 9.454 10.703 31.714  0.39
H: 9.374 8.503 33.883  0.29
H: 7.946 7.672 33.415  0.29
H: 7.847 9.409 33.424  0.34
C: 12.984 4.055 30.712  0.66
O: 12.329 5.060 30.683  -0.61
N: 13.898 3.793 29.872  -0.40
N: 12.514 2.980 31.289  -0.39
H: 14.398 2.916 29.907  0.14
H: 14.169 4.566 29.280  0.22
H: 11.698 3.035 31.881  0.24
H: 13.200 2.239 31.278  0.13

Force components x, y, z for each atom (eV/Å):
-2.8 -1.0 0.6
0.9 -1.0 1.7
4.6 -2.1 -5.6
-6.3 1.8 -1.4
2.7 1.3 5.4
0.6 2.9 -0.8
-1.1 0.8 -4.6
4.6 4.1 3.0
-2.9 -6.3 1.8
0.0 -0.2 0.1
-0.6 -1.2 -0.8
1.5 0.9 1.3
-1.4 0.4 -1.3
1.8 0.3 2.7
-1.5 1.0 -0.9
-0.2 -2.6 0.4
0.3 2.0 -1.1
0.1 -0.8 0.3
-0.2 0.3 0.2
0.1 0.1 0.0
0.3 0.0 0.0
-0.3 -0.2 0.2
0.0 -0.3 -0.3
0.3 0.7 0.0
0.0 -0.7 -0.4
-0.1 -0.2 -0.1
-0.3 0.6 -0.6
-0.5 -1.1 0.4
0.0 0.0 -0.7
0.5 -0.4 0.7
0.0 0.6 0.4
-0.2 -0.1 -0.3
0.2 0.2 -0.2
-5.0 0.4 0.6
-0.5 3.4 0.4
5.6 -0.3 -3.8
0.2 -2.7 2.2
0.1 0.5 -0.4
0.3 -0.5 0.1
0.0 -0.3 0.1
-1.1 -0.6 0.8


3.
# C5H10O

An isolated molecule of C5H10O (the ωB97M-V functional and the def2-TZVPD basis, the OMol25 dataset).

The SMILES is CCC[C@H]1CO1. For the calculated total energy, the calculation gives -7393.206 eV. The value obtained for the orbital gap is 11.33 eV. The multiplicity is 1. The relative energy (zero: lowest compared OMol25 entry of this formula, charge and spin) is 35.97 kcal/mol.

Each line ends with the Mulliken charge.
CARTESIAN COORDINATES (ANGSTROEM)
C: 1.132 -0.171 1.764  -1.26
C: 0.333 0.645 0.752  -0.30
C: -0.994 0.004 0.293  -0.76
C: -1.054 0.200 -1.205  0.02
C: -0.019 -0.456 -1.995  -0.41
O: -1.394 -0.868 -2.065  -0.47
H: 1.186 -1.223 1.456  0.32
H: 0.693 -0.135 2.766  0.32
H: 2.159 0.206 1.825  0.34
H: 0.954 0.746 -0.148  0.29
H: 0.172 1.668 1.110  0.34
H: -1.868 0.438 0.793  0.33
H: -1.008 -1.073 0.504  0.33
H: -1.403 1.180 -1.536  0.38
H: 0.399 0.037 -2.873  0.29
H: 0.649 -1.163 -1.494  0.24

Force components x, y, z for each atom (eV/Å):
0.0 0.0 0.1
0.1 0.1 0.0
0.0 0.0 0.0
0.1 0.3 0.3
0.0 -0.1 -0.3
0.1 -0.2 -0.1
0.0 0.2 0.1
0.0 0.0 -0.1
-0.2 0.0 0.1
0.0 0.1 0.3
0.0 -0.2 0.1
0.2 -0.1 -0.1
0.1 0.2 -0.1
0.0 -0.1 -0.1
-0.2 -0.2 0.0
-0.2 0.1 -0.1


4.
# C3H6O3

An isolated molecule of C3H6O3 (the ωB97M-V functional and the def2-TZVPD basis, the OMol25 dataset).

The SMILES is COC(=O)CO. For the calculated total energy, the calculation gives -9350.435 eV. The value obtained for the orbital gap is 11.22 eV. The multiplicity is 1. The relative energy (zero: lowest compared OMol25 entry of this formula, charge and spin) is 20.34 kcal/mol.

Each line ends with the Mulliken charge.
CARTESIAN COORDINATES (ANGSTROEM)
C: -2.036 -0.162 -0.510  -0.61
O: -0.889 0.458 0.073  -0.31
C: 0.285 -0.107 -0.220  0.77
O: 0.415 -1.082 -0.926  -0.57
C: 1.451 0.601 0.455  -0.41
O: 2.007 -0.209 1.467  -0.51
H: -2.048 -0.003 -1.592  0.28
H: -2.051 -1.234 -0.301  0.30
H: -2.893 0.324 -0.049  0.23
H: 2.175 0.820 -0.340  0.23
H: 1.139 1.541 0.918  0.27
H: 2.446 -0.947 1.026  0.33

Force components x, y, z for each atom (eV/Å):
-0.3 -0.1 -0.1
0.1 0.0 0.0
0.1 -0.3 -0.1
0.0 0.4 0.4
0.0 0.3 -0.2
0.2 -0.2 -0.1
0.0 -0.1 0.1
0.1 0.1 0.0
0.1 0.0 -0.1
0.0 0.0 0.2
0.0 -0.3 -0.1
-0.1 0.0 0.1


5.
# C17H33As3N4O6W

A structure of composition C17H33As3N4O6W in a non-equilibrium geometry (the ωB97M-V functional and the def2-TZVPD basis, the OMol25 dataset).

The charge is +2. For the calculated total energy, the calculation gives -220734.211 eV. The value obtained for the orbital gap (spin up / spin down) is 4.98 / 4.98 eV. The multiplicity is 1. The relative energy (zero: lowest compared OMol25 entry of this formula, charge and spin) is 54.83 kcal/mol.

Each line ends with the Mulliken charge.
CARTESIAN COORDINATES (ANGSTROEM)
W: 0.728 1.319 0.675  1.15
N: -2.469 3.290 0.157  -0.45
N: -1.201 3.852 -0.209  0.00
C: -0.192 3.444 0.618  0.38
O: 1.012 3.241 0.152  -0.65
O: -0.418 2.727 1.663  -0.72
H: -3.133 3.653 -0.519  0.28
H: -2.759 3.626 1.073  0.28
H: -1.244 4.863 -0.343  0.35
C: -1.367 1.526 -2.727  -1.40
As: -0.014 0.598 -1.700  1.24
C: 1.455 0.582 -2.957  -1.49
C: -0.504 -1.292 -1.825  -1.43
C: -1.584 -1.879 -0.915  2.33
C: -2.863 -1.039 -1.015  -1.71
C: -1.140 -1.968 0.548  -1.28
As: -1.053 -0.341 1.615  1.18
C: -2.826 0.105 2.236  -1.30
C: -0.329 -1.150 3.223  -1.41
C: -1.922 -3.303 -1.410  -2.10
As: -0.628 -4.800 -1.717  0.33
C: 0.196 -4.197 -3.396  -1.03
C: 0.891 -4.425 -0.523  -0.96
H: -2.351 1.435 -2.278  0.36
H: -1.359 1.051 -3.708  0.51
H: -1.096 2.574 -2.835  0.47
H: 1.076 0.128 -3.872  0.52
H: 2.288 0.005 -2.566  0.40
H: 1.791 1.596 -3.163  0.47
H: 0.436 -1.834 -1.725  -0.15
H: -0.825 -1.387 -2.866  0.91
H: -2.715 -0.014 -0.658  -0.15
H: -3.664 -1.486 -0.423  0.42
H: -3.212 -0.987 -2.048  0.49
H: -0.140 -2.393 0.641  0.13
H: -1.826 -2.615 1.100  0.77
H: -3.222 -0.821 2.654  0.46
H: -3.474 0.470 1.446  0.35
H: -2.747 0.851 3.024  0.47
H: -0.765 -2.145 3.304  0.51
H: -0.616 -0.563 4.094  0.45
H: 0.752 -1.219 3.169  0.32
H: -2.417 -3.216 -2.383  0.56
H: -2.674 -3.720 -0.736  0.55
H: -0.587 -3.945 -4.112  0.31
H: 0.758 -5.035 -3.806  0.42
H: 0.876 -3.353 -3.282  0.23
H: 0.596 -4.546 0.519  0.32
H: 1.365 -3.453 -0.668  0.16
H: 1.633 -5.193 -0.738  0.46
O: 4.935 3.031 0.433  -0.50
C: 4.638 3.364 1.694  0.44
O: 5.231 4.207 2.293  -0.49
C: 3.501 2.643 2.349  0.38
C: 2.908 3.085 3.514  -0.55
N: 1.883 2.264 3.792  -0.17
N: 1.773 1.252 2.917  -0.06
C: 2.764 1.493 2.025  0.10
C: 2.667 0.622 0.823  0.53
O: 2.710 1.130 -0.345  -0.61
O: 1.721 -0.356 0.936  -0.44
H: 4.277 2.448 0.028  0.35
H: 3.170 3.928 4.134  0.54
H: 1.304 2.269 4.618  0.18

Force components x, y, z for each atom (eV/Å):
0.6 -1.1 -0.4
0.0 0.1 0.1
-0.4 1.0 1.1
-0.6 -1.4 -0.8
-0.2 1.0 0.0
-0.5 0.6 0.1
0.0 -0.1 -0.1
0.0 0.0 0.0
0.4 0.0 -0.5
0.0 0.2 0.1
-0.1 -0.4 -0.5
0.0 0.2 0.0
0.0 0.0 0.2
-0.1 0.1 0.0
0.0 0.0 0.0
0.0 0.1 -0.2
0.2 -0.5 0.4
0.0 0.2 -0.2
0.0 0.1 0.0
0.1 0.0 0.0
0.0 0.0 0.0
0.0 0.0 0.0
0.0 0.0 0.0
0.0 0.0 0.0
0.0 0.0 0.0
0.0 0.0 0.0
0.0 0.0 0.0
0.0 0.0 0.0
0.0 0.0 0.0
0.0 0.0 0.0
0.0 0.0 0.0
0.0 0.0 0.0
0.0 0.0 0.0
0.0 0.0 0.0
0.0 0.0 0.0
0.0 0.0 0.0
0.0 0.0 0.0
0.0 0.0 0.0
0.0 0.0 0.0
0.0 0.0 0.0
0.0 0.0 0.0
0.0 0.0 0.0
0.0 0.0 0.0
0.0 0.0 0.0
0.0 0.0 0.0
0.0 0.0 0.0
0.0 0.0 0.0
0.0 0.0 0.0
0.0 0.0 0.0
0.0 0.0 0.0
0.0 0.0 0.0
0.0 0.0 0.0
0.0 0.0 0.0
0.0 0.0 0.0
0.0 0.0 0.0
0.0 0.0 0.0
0.2 0.1 0.0
0.7 -0.7 0.5
-0.9 0.8 -0.1
0.4 -0.1 0.1
0.3 -0.1 0.2
0.0 0.0 0.0
0.0 0.0 0.0
0.0 0.0 0.0


6.
# C7H11N

A structure of composition C7H11N in a non-equilibrium geometry (the ωB97M-V functional and the def2-TZVPD basis, the OMol25 dataset).

For the calculated total energy, the calculation gives -8923.781 eV. The value obtained for the orbital gap is 9.83 eV. The multiplicity is 1. The relative energy (zero: lowest compared OMol25 entry of this formula, charge and spin) is 91.04 kcal/mol.

Each line ends with the Mulliken charge.
CARTESIAN COORDINATES (ANGSTROEM)
C: -1.694 -0.597 0.302  -0.90
C: -1.184 0.448 1.317  -0.71
C: 0.242 0.629 0.785  0.08
C: 0.776 -0.828 0.378  -0.73
C: 1.719 -0.462 -0.802  -0.57
C: -0.053 0.767 -0.761  -0.53
C: -0.433 -0.756 -0.497  -0.20
H: -2.518 0.057 -0.170  0.30
H: -2.060 -1.449 0.755  0.39
H: -1.846 1.366 1.239  0.31
H: -1.176 0.429 2.530  0.26
H: 1.097 1.221 1.297  0.34
H: 1.049 -1.584 0.901  0.70
H: 1.686 -1.286 -1.585  0.32
H: 2.822 -0.253 -0.439  0.31
H: 1.590 1.535 -1.324  0.30
H: -0.591 1.617 -1.135  0.49
H: -0.561 -1.564 -1.243  0.41
N: 1.137 0.711 -1.547  -0.57

Force components x, y, z for each atom (eV/Å):
-0.9 3.2 0.5
0.1 2.3 3.7
2.1 0.4 0.6
-1.9 7.4 -5.2
3.7 -0.7 -0.6
0.5 -1.1 0.5
-3.2 -0.8 -1.8
1.0 -2.0 -0.1
-0.9 -1.9 0.7
1.2 -0.6 -0.3
-0.1 -1.2 -2.7
-1.9 -0.3 -0.6
1.5 -4.7 3.8
0.6 0.6 1.2
-2.0 -0.5 -0.9
1.8 1.9 0.3
-1.5 -0.1 0.2
0.3 0.8 -0.3
-0.3 -2.7 1.0